This record from the Open Molecules 2025 dataset describes a single C5H6N2 molecule. The level of theory is ωB97M-V/def2-TZVPD.

Last column: Löwdin charge in e.
Element x y z (Å)
N1 2.33587 0.77316 1.71997  0.150
C1 1.76562 0.57234 0.73120  -0.162
C2 1.00562 0.44235 -0.55246  -0.402
C3 0.22474 -0.79454 -0.83377  -0.016
C4 -0.96284 -0.99471 -0.03062  -0.080
C5 -0.95049 0.76217 0.50374  -0.166
N2 -0.22196 1.17401 -0.58317  0.033
H1 1.68437 0.72344 -1.37512  0.148
H2 0.66672 -1.54583 -1.50704  0.117
H3 -1.94844 -0.78205 -0.44826  0.094
H4 -0.97517 -2.00397 0.44946  0.101
H5 -1.94070 1.17316 0.47524  0.093
H6 -0.51204 0.61105 1.47452  0.088

Force components x, y, z for each atom (eV/Å):
-0.654 -0.321 -1.097
0.672 -0.007 0.763
0.392 0.259 0.082
0.362 0.393 0.147
-0.133 0.444 -0.187
-0.232 -1.415 -0.604
0.225 -0.431 -0.334
-0.322 -0.162 0.292
-0.391 0.259 0.225
0.338 -0.284 -0.201
-0.183 0.735 0.001
-0.461 -0.063 0.375
0.388 0.591 0.540

Computed properties:
Energy relative to the best compared isomer or geometry (same formula, charge and spin) = 109.2 kcal/mol
Multiplicity = 1
Max |F| = 1.6 eV Å⁻¹
HOMO level = -9.38 eV
Orbital gap = 8.736 eV